ORCA calculation (ωB97M-V/def2-TZVPD) on a molecular structure, C54H60AsFeN4 at a distorted geometry.

```
120
Properties=species:S:1:pos:R:3:forces:R:3
Fe 0.584 0.120 0.249 0.7 2.6 1.8
C 0.439 -2.160 5.839 0.0 0.0 0.0
C 0.103 -0.814 5.952 0.0 -0.1 0.0
C 0.149 0.026 4.858 0.0 0.1 -0.2
C 0.532 -0.450 3.581 0.0 -0.1 0.4
C 0.888 -1.810 3.493 0.0 0.1 -0.1
C 0.837 -2.640 4.598 0.0 -0.1 0.1
N 0.564 0.363 2.466 0.2 0.2 -0.6
N 0.378 1.652 2.748 0.0 -0.1 0.8
C 0.321 2.489 1.680 0.2 -0.1 -0.4
C 0.122 3.863 1.905 0.0 -0.1 -0.1
C 0.071 4.743 0.841 0.0 0.1 0.0
C 0.229 4.290 -0.464 0.0 0.0 0.0
C 0.425 2.926 -0.699 0.1 -0.1 -0.2
C 0.472 2.035 0.347 0.0 0.8 0.4
H 0.397 -2.817 6.699 0.0 0.0 0.0
H -0.200 -0.416 6.914 0.0 0.0 0.0
H -0.106 1.072 4.940 0.0 0.0 0.0
H 1.234 -2.214 2.553 0.0 0.0 0.0
H 1.122 -3.681 4.494 0.0 0.0 0.0
H -0.010 4.202 2.926 0.0 0.0 0.0
H -0.103 5.798 1.026 0.0 0.0 0.0
H 0.191 4.983 -1.295 0.0 0.0 0.0
H 0.561 2.572 -1.718 -0.1 0.0 0.0
C 0.077 -0.042 -4.542 0.1 0.0 0.1
C 1.406 0.154 -3.854 -0.2 0.0 0.0
C 2.568 0.305 -4.610 0.0 0.0 0.0
C 3.784 0.464 -3.962 -0.1 0.0 0.0
C 5.056 0.604 -4.761 0.0 0.0 0.0
C 3.862 0.482 -2.575 0.1 0.1 -0.1
C 2.713 0.342 -1.758 -0.1 -0.1 -0.3
C 1.504 0.176 -2.481 0.5 0.0 0.3
N 2.585 0.298 -0.403 -0.1 -0.3 0.4
C 3.715 0.403 0.553 0.0 -0.2 0.0
C 3.580 -0.784 1.529 0.1 0.2 -0.1
C 4.610 -0.730 2.654 0.0 -0.1 0.1
C 4.453 0.581 3.430 0.0 0.0 -0.1
C 4.677 1.760 2.478 0.0 0.1 0.0
C 6.079 1.680 1.874 -0.1 0.0 0.0
C 6.196 0.371 1.093 0.1 0.0 0.0
C 6.008 -0.809 2.044 0.0 0.0 0.0
C 5.143 0.343 -0.026 0.1 0.0 0.3
C 3.633 1.712 1.362 0.0 -0.1 -0.2
H 0.216 -0.142 -5.619 0.0 0.0 0.0
H -0.585 0.805 -4.352 -0.1 0.0 0.0
H -0.416 -0.941 -4.167 -0.1 0.0 0.0
H 2.514 0.294 -5.693 0.0 0.0 0.0
H 4.846 0.633 -5.830 0.0 0.0 0.0
H 5.726 -0.238 -4.570 0.0 0.0 0.0
H 5.587 1.518 -4.490 0.0 0.0 0.0
H 4.847 0.601 -2.162 -0.3 0.0 -0.3
H 0.642 0.080 -1.824 -0.3 0.0 -0.8
H 3.683 -1.719 0.964 0.0 0.0 0.0
H 2.580 -0.736 1.945 -0.1 -0.1 0.1
H 4.452 -1.577 3.331 0.0 0.0 0.0
H 5.176 0.618 4.253 0.0 0.0 0.0
H 3.448 0.639 3.857 0.0 0.0 0.0
H 4.564 2.701 3.028 0.0 0.0 0.0
H 6.840 1.718 2.662 0.0 0.0 0.0
H 6.245 2.531 1.206 0.0 0.0 0.0
H 7.189 0.312 0.632 0.0 0.0 0.0
H 6.772 -0.781 2.829 0.0 0.0 0.0
H 6.126 -1.752 1.498 0.0 0.0 0.0
H 5.274 -0.565 -0.622 0.0 0.1 0.0
H 5.320 1.216 -0.656 0.1 0.0 0.2
H 3.748 2.562 0.681 0.0 0.0 0.0
H 2.651 1.775 1.802 -0.3 0.1 0.1
C -8.076 0.488 -1.256 0.1 0.0 0.0
C -6.575 0.364 -1.262 0.0 0.0 0.0
C -5.918 -0.541 -0.446 0.0 0.0 -0.1
C -4.531 -0.673 -0.454 0.1 -0.1 0.0
C -3.937 -1.716 0.461 0.0 0.0 0.0
C -3.765 0.134 -1.309 0.1 0.0 0.0
As -1.762 0.070 -1.402 -1.5 -0.2 -0.8
N -1.392 0.246 0.384 0.6 -0.7 -0.3
C -2.192 1.146 1.089 -0.5 0.3 0.3
C -2.522 0.865 2.422 0.1 -0.2 -0.2
C -3.329 1.713 3.157 -0.1 0.1 0.1
C -3.862 2.861 2.586 0.0 0.0 0.0
C -3.556 3.155 1.265 -0.1 0.0 0.0
C -2.734 2.318 0.535 0.3 -0.2 0.0
C -1.637 -1.918 -1.625 0.0 0.0 0.1
C -2.432 -2.529 -2.604 0.0 0.1 -0.1
C -3.219 -1.754 -3.636 0.0 -0.1 0.1
C -2.518 -3.918 -2.670 0.1 0.0 0.1
C -1.807 -4.733 -1.806 -0.1 0.0 -0.1
C -1.954 -6.230 -1.838 0.0 0.1 0.0
C -0.938 -4.121 -0.915 0.0 0.0 0.0
C -0.825 -2.740 -0.823 -0.1 0.1 -0.1
C 0.176 -2.214 0.174 -0.5 -0.6 0.2
C -4.423 1.064 -2.129 0.1 0.0 -0.1
C -3.690 1.966 -3.097 0.0 -0.1 0.1
C -5.808 1.162 -2.098 0.0 0.0 0.0
H -8.513 -0.106 -0.454 0.0 0.0 0.0
H -8.493 0.145 -2.206 0.0 0.0 0.0
H -8.374 1.529 -1.119 0.0 0.0 0.0
H -6.496 -1.168 0.226 0.0 0.0 0.0
H -4.610 -1.904 1.300 0.0 0.0 0.0
H -2.975 -1.400 0.857 0.0 0.0 0.0
H -3.792 -2.659 -0.071 0.0 0.0 0.0
H -2.128 -0.037 2.873 0.1 0.0 0.0
H -3.550 1.475 4.192 0.0 0.0 0.0
H -4.504 3.517 3.160 0.0 0.0 0.0
H -3.950 4.050 0.797 0.0 0.0 0.0
H -2.453 2.592 -0.475 0.0 0.0 -0.1
H -2.833 -0.744 -3.764 0.0 0.0 -0.1
H -4.270 -1.682 -3.351 0.0 0.1 0.0
H -3.166 -2.266 -4.598 0.0 0.0 0.0
H -3.162 -4.365 -3.421 0.0 0.0 0.0
H -2.533 -6.548 -2.704 0.0 0.0 0.0
H -2.467 -6.582 -0.940 0.0 0.0 0.0
H -0.979 -6.719 -1.876 0.0 0.0 0.0
H -0.328 -4.743 -0.266 0.0 0.0 0.0
H 0.841 -3.021 0.474 0.2 0.1 0.0
H -0.333 -1.853 1.066 0.0 0.0 0.0
H 0.823 -1.435 -0.278 0.3 -1.6 -0.6
H -2.663 2.145 -2.786 0.0 0.1 -0.1
H -4.202 2.925 -3.180 0.0 0.0 0.0
H -3.662 1.513 -4.092 0.0 0.0 0.0
H -6.300 1.885 -2.743 0.0 0.0 0.0
```
Positions in Å, forces in eV/Å.

## Properties
- expectation value of S² = 6.200
- E_LUMO (alpha / beta) (hartree) = 0.0894 / 0.0894
- 2S+1 = 5
- total charge = -1
- energy (Eh) = -5812.22072

Atom charges from the Löwdin analysis, given in e for atoms 1 to 99: number 1, Fe, carries 0.620; number 2, C, carries -0.133; number 3, C, carries -0.114; number 4, C, carries -0.047; number 5, C, carries -0.291; number 6, C, carries -0.061; number 7, C, carries -0.113; number 8, N, carries -0.045; number 9, N, carries 0.037; number 10, C, carries -0.340; number 11, C, carries -0.034; number 12, C, carries -0.116; number 13, C, carries -0.111; number 14, C, carries -0.110; number 15, C, carries -0.153; number 16, H, carries 0.084; number 17, H, carries 0.092; number 18, H, carries 0.090; number 19, H, carries 0.072; number 20, H, carries 0.093; number 21, H, carries 0.104; number 22, H, carries 0.090; number 23, H, carries 0.087; number 24, H, carries 0.094; number 25, C, carries -0.056; number 26, C, carries -0.270; number 27, C, carries -0.052; number 28, C, carries -0.289; number 29, C, carries -0.063; number 30, C, carries -0.006; number 31, C, carries -0.259; number 32, C, carries -0.056; number 33, N, carries 0.019; number 34, C, carries -0.409; number 35, C, carries -0.097; number 36, C, carries -0.284; number 37, C, carries -0.108; number 38, C, carries -0.281; number 39, C, carries -0.128; number 40, C, carries -0.290; number 41, C, carries -0.128; number 42, C, carries -0.107; number 43, C, carries -0.075; number 44, H, carries 0.071; number 45, H, carries 0.065; number 46, H, carries 0.059; number 47, H, carries 0.098; number 48, H, carries 0.065; number 49, H, carries 0.075; number 50, H, carries 0.075; number 51, H, carries 0.067; number 52, H, carries -0.003; number 53, H, carries 0.130; number 54, H, carries 0.063; number 55, H, carries 0.137; number 56, H, carries 0.116; number 57, H, carries 0.118; number 58, H, carries 0.138; number 59, H, carries 0.114; number 60, H, carries 0.116; number 61, H, carries 0.134; number 62, H, carries 0.114; number 63, H, carries 0.116; number 64, H, carries 0.126; number 65, H, carries 0.108; number 66, H, carries 0.136; number 67, H, carries 0.084; number 68, C, carries -0.058; number 69, C, carries -0.274; number 70, C, carries -0.015; number 71, C, carries -0.243; number 72, C, carries -0.037; number 73, C, carries -0.273; number 74, As, carries 1.340; number 75, N, carries -0.294; number 76, C, carries -0.396; number 77, C, carries -0.046; number 78, C, carries -0.089; number 79, C, carries -0.110; number 80, C, carries -0.087; number 81, C, carries -0.064; number 82, C, carries -0.258; number 83, C, carries -0.284; number 84, C, carries -0.060; number 85, C, carries -0.024; number 86, C, carries -0.275; number 87, C, carries -0.056; number 88, C, carries -0.017; number 89, C, carries -0.241; number 90, C, carries -0.073; number 91, C, carries -0.301; number 92, C, carries -0.083; number 93, C, carries -0.028; number 94, H, carries 0.069; number 95, H, carries 0.076; number 96, H, carries 0.076; number 97, H, carries 0.112; number 98, H, carries 0.081; number 99, H, carries 0.049